1.
# C38H75BrCl28N3O3

A cluster of 15 separate species, C38H75BrCl28N3O3 in total at a distorted geometry (ωB97M-V/def2-TZVPD, OMol25).

The HOMO energy comes out at -11.66 eV. For the total energy, the calculation gives -471899.0928 eV. For the strongest force on any atom, the calculation gives 3.22 eV/A.

```
! wB97M-V def2-TZVPD RIJCOSX def2/J DEFGRID3
* xyz 1 1
C -2.33 0.13 0.85
C -1.51 -0.99 0.20
C -0.19 -1.26 0.94
C -0.13 -2.68 1.53
N -0.39 -2.55 2.99
C -1.82 -2.19 3.20
C -2.49 -2.76 4.42
O -3.20 -3.74 4.38
Br -2.21 -1.81 6.08
C 0.14 -3.57 3.77
N 1.12 -3.27 4.71
O 2.03 -2.37 4.12
N -0.16 -4.82 3.66
C 0.51 -5.90 4.36
C 0.12 -6.01 5.82
C -1.03 -6.88 6.10
O -0.98 -5.35 6.17
H -3.31 -0.23 1.13
H -1.88 0.53 1.74
H -2.51 0.95 0.18
H -1.27 -0.68 -0.80
H -2.11 -1.88 0.14
H -0.15 -0.59 1.78
H 0.68 -1.02 0.35
H 0.80 -3.19 1.33
H -0.94 -3.23 1.06
H -1.85 -1.11 3.28
H -2.42 -2.46 2.35
H 0.69 -2.88 5.54
H 1.69 -1.47 4.21
H -0.94 -5.07 3.06
H 0.27 -6.83 3.89
H 1.57 -5.70 4.41
H 0.93 -6.05 6.52
H -1.72 -6.98 5.28
H -1.40 -7.05 7.08
Cl 3.07 -4.50 -1.48
C 4.38 -3.32 -1.12
C 4.43 -2.99 0.35
Cl 3.01 -2.03 0.87
H 4.20 -2.43 -1.72
H 5.33 -3.76 -1.44
H 5.31 -2.38 0.55
H 4.49 -3.88 0.97
Cl -1.59 3.75 0.61
C -2.70 5.13 0.36
C -4.04 4.69 -0.15
Cl -3.96 4.09 -1.84
H -2.22 5.83 -0.32
H -2.81 5.62 1.33
H -4.72 5.55 -0.16
H -4.47 3.92 0.46
Cl -8.18 3.06 4.64
C -8.29 3.26 2.87
C -6.98 3.00 2.19
Cl -5.76 4.26 2.57
H -8.65 4.26 2.67
H -9.03 2.54 2.51
H -7.12 3.00 1.11
H -6.56 2.04 2.48
Cl 5.55 -7.03 -0.10
C 4.73 -8.55 -0.51
C 3.25 -8.45 -0.37
Cl 2.76 -8.28 1.34
H 5.15 -9.34 0.11
H 4.97 -8.77 -1.55
H 2.77 -9.35 -0.74
H 2.86 -7.59 -0.91
Cl -4.92 0.83 -1.15
C -5.81 -0.68 -1.45
C -7.29 -0.51 -1.26
Cl -7.71 -0.23 0.45
H -5.41 -1.45 -0.78
H -5.60 -0.98 -2.48
H -7.81 -1.42 -1.57
H -7.67 0.32 -1.84
Cl -0.75 -5.19 -5.95
C 0.56 -4.02 -5.61
C 0.66 -3.70 -4.15
Cl -0.74 -2.76 -3.56
H 0.38 -3.13 -6.20
H 1.49 -4.47 -5.95
H 1.54 -3.09 -3.96
H 0.74 -4.60 -3.54
Cl 1.63 2.92 -3.68
C -0.13 3.12 -3.48
C -0.73 2.07 -2.58
Cl -0.69 0.45 -3.31
H -0.59 3.09 -4.47
H -0.30 4.11 -3.05
H -1.77 2.31 -2.39
H -0.21 2.02 -1.63
Cl -1.61 -0.52 -7.74
C -2.48 -2.04 -8.06
C -3.97 -1.91 -7.90
Cl -4.43 -1.64 -6.20
H -2.06 -2.79 -7.39
H -2.24 -2.33 -9.09
H -4.45 -2.83 -8.22
H -4.36 -1.08 -8.49
Cl 4.35 1.92 -8.20
C 2.57 2.06 -8.10
C 1.96 0.97 -7.27
Cl 2.09 -0.63 -8.06
H 2.18 2.06 -9.11
H 2.36 3.02 -7.65
H 0.90 1.16 -7.13
H 2.43 0.90 -6.29
Cl 7.61 -4.29 -0.40
C 8.92 -3.12 -0.02
C 9.07 -2.88 1.45
Cl 7.68 -1.99 2.15
H 8.71 -2.21 -0.56
H 9.84 -3.55 -0.42
H 9.95 -2.28 1.63
H 9.17 -3.82 2.00
Cl -2.93 8.60 1.76
C -2.06 8.59 3.33
C -0.58 8.73 3.15
Cl 0.14 7.28 2.39
H -2.33 7.68 3.85
H -2.45 9.44 3.90
H -0.10 8.84 4.12
H -0.33 9.59 2.53
Cl 2.14 8.09 5.84
C 1.42 7.04 7.08
C 0.86 5.77 6.50
Cl -0.57 6.08 5.48
H 0.65 7.61 7.60
H 2.21 6.79 7.79
H 0.54 5.11 7.30
H 1.59 5.25 5.88
Cl -8.78 9.54 1.82
C -7.52 10.55 1.08
C -6.14 10.18 1.55
Cl -5.88 10.57 3.27
H -7.75 11.59 1.31
H -7.58 10.41 0.00
H -5.39 10.73 0.98
H -5.95 9.11 1.42
Cl 9.27 -2.61 -3.64
C 10.95 -2.07 -3.94
C 11.95 -3.06 -3.43
Cl 11.95 -3.15 -1.65
H 11.07 -1.10 -3.47
H 11.06 -1.96 -5.02
H 12.95 -2.77 -3.74
H 11.76 -4.06 -3.81
*
```

2.
# C21H33CrN4O2SSi

A structure of composition C21H33CrN4O2SSi (ωB97M-V/def2-TZVPD, OMol25).

The HOMO energy (alpha / beta) comes out at -6.98 / -7.02 eV. For the total energy, the calculation gives -79505.3858 eV. For the strongest force on any atom, the calculation gives 0.50 eV/A. As for the expectation value of S²: 3.908.

```
! wB97M-V def2-TZVPD RIJCOSX def2/J DEFGRID3
* xyz 0 4
Cr 0.01 -0.33 -0.39
N 2.53 0.27 -1.99
C 2.42 1.30 -3.01
C 1.47 2.38 -2.52
N 0.14 1.87 -2.16
C -0.58 2.91 -1.43
C -1.88 2.41 -0.84
N -1.58 1.26 0.02
C -0.60 1.37 -3.32
C -1.35 0.07 -3.07
N -0.49 -0.90 -2.37
H 2.99 0.64 -1.17
H 3.06 -0.53 -2.29
H 2.06 0.84 -3.93
H 3.37 1.78 -3.27
H 1.40 3.18 -3.27
H 1.90 2.81 -1.61
H -0.80 3.78 -2.08
H 0.07 3.25 -0.63
H -2.58 2.10 -1.61
H -2.35 3.22 -0.28
H -2.43 0.89 0.45
H -0.99 1.55 0.80
H 0.10 1.21 -4.14
H -1.32 2.12 -3.68
H -1.70 -0.32 -4.03
H -2.23 0.23 -2.44
H 0.41 -0.98 -2.82
H -0.92 -1.82 -2.38
O 2.39 2.15 0.79
C 2.04 1.00 1.01
O 0.79 0.64 1.10
C 3.07 -0.08 1.24
C 4.25 0.33 1.86
C 5.25 -0.58 2.15
C 5.08 -1.91 1.80
C 3.92 -2.32 1.16
C 2.89 -1.42 0.86
S 1.52 -2.10 -0.02
H 4.36 1.37 2.11
H 6.16 -0.25 2.65
H 5.85 -2.64 2.02
H 3.80 -3.35 0.87
C -3.27 -1.83 -0.62
Si -1.74 -1.78 0.51
C -1.35 -3.58 0.88
C -2.33 -0.98 2.12
C -3.66 -0.61 2.35
C -4.04 0.00 3.54
C -3.10 0.26 4.53
C -1.77 -0.10 4.32
C -1.39 -0.71 3.13
H -4.05 -2.42 -0.13
H -3.06 -2.33 -1.57
H -3.69 -0.85 -0.85
H -2.26 -4.11 1.18
H -0.61 -3.65 1.68
H -0.92 -4.08 0.00
H -4.41 -0.81 1.60
H -5.08 0.28 3.70
H -3.40 0.74 5.45
H -1.03 0.10 5.08
H -0.35 -0.95 2.97
*
```